# C5H11NO

A structure of composition C5H11NO (the ωB97M-V functional and the def2-TZVPD basis, OMol25).

Results
Frontier orbital gap: 8.8 eV
HOMO level: -7.9139 eV
Energy: -326.91510 a.u.
Largest force on an atom: 0.264 eV Å⁻¹

Each line ends with the Löwdin charge.
CARTESIAN COORDINATES (ANGSTROEM)
C -1.81 -1.04 -0.11  -0.055
C -1.08 0.27 -0.14  -0.338
C -0.90 1.12 1.07  -0.089
N 0.21 0.35 0.53  -0.160
C 1.27 1.06 -0.12  -0.112
C 2.23 -0.79 -0.79  -0.132
O 2.11 -1.50 0.32  -0.091
H -1.40 -1.74 -0.85  0.076
H -2.87 -0.90 -0.33  0.078
H -1.73 -1.50 0.88  0.082
H -1.14 0.81 -1.09  0.139
H -1.30 0.78 2.03  0.110
H -0.87 2.20 0.93  0.110
H 0.96 1.65 -0.99  0.105
H 1.80 1.68 0.61  0.109
H 1.35 -0.87 -1.45  0.054
H 2.37 0.42 -0.56  0.032
H 1.17 -1.51 0.62  0.082

---

# C5H11NO

An isolated molecule of C5H11NO in a non-equilibrium geometry (the ωB97M-V functional and the def2-TZVPD basis, OMol25).

Results
Frontier orbital gap: 10.4 eV
HOMO level: -9.2876 eV
SMILES: C=CCCNCO
Energy: -327.05396 a.u.
Largest force on an atom: 1.621 eV Å⁻¹

Each line ends with the Löwdin charge.
CARTESIAN COORDINATES (ANGSTROEM)
C -2.04 1.80 -1.54  -0.005
C -1.37 1.50 -0.43  -0.199
C 0.11 1.75 -0.28  -0.196
C 0.93 0.45 -0.37  -0.229
N 0.29 -0.69 0.31  -0.065
C 1.23 -1.74 0.68  -0.312
O 0.55 -2.67 1.50  -0.058
H -3.10 1.61 -1.69  0.049
H -1.60 2.38 -2.35  0.057
H -1.96 1.26 0.45  0.099
H 0.45 2.35 -1.13  0.104
H 0.31 2.28 0.65  0.109
H 1.14 0.26 -1.43  0.118
H 1.86 0.51 0.19  0.107
H -0.45 -1.08 -0.27  0.114
H 2.00 -1.28 1.32  0.114
H 1.79 -2.26 -0.11  0.124
H -0.14 -2.18 1.93  0.069

---

# C5H11NO

A cluster of 2 separate species, C5H11NO in total in a non-equilibrium geometry (the ωB97M-V functional and the def2-TZVPD basis, OMol25).

Results
Frontier orbital gap: 9.1 eV
HOMO level: -8.4947 eV
SMILES: C=C/C=C/CN.O
Energy: -327.03784 a.u.
Largest force on an atom: 1.273 eV Å⁻¹

Each line ends with the Löwdin charge.
CARTESIAN COORDINATES (ANGSTROEM)
C -0.47 2.97 1.98  -0.001
C -1.07 1.79 2.01  -0.188
C -0.68 0.58 1.24  -0.129
C 0.12 0.59 0.19  -0.106
C 0.59 -0.59 -0.65  -0.283
N 1.24 -0.08 -1.87  -0.019
H -0.76 3.72 2.70  0.049
H 0.42 3.11 1.38  0.050
H -1.93 1.65 2.63  0.084
H -0.87 -0.35 1.76  0.106
H 0.65 1.49 -0.11  0.101
H 1.23 -1.23 -0.06  0.107
H -0.33 -1.07 -0.98  0.106
H 2.18 0.26 -1.71  0.063
H 1.30 -0.85 -2.53  0.055
O -0.75 -3.70 -1.82  -0.069
H 0.21 -3.78 -1.89  0.032
H -1.06 -4.51 -2.26  0.041

---

Record-wise ΔE to the lowest compared entry with this formula, charge and spin values, in kJ/mol: 567.7 203.2 245.5